P.
This record from OMol25 describes a single C2H2N2 molecule. The level of theory is wB97M-V/def2-TZVPD.

HOMO-LUMO gap (eV): 10.8
SMILES: [H]/N=C\C#N
HOMO energy (Ha): -0.4052

Geometry as ORCA input:
```
! RIJCOSX wB97M-V def2-TZVPD def2/J DEFGRID3
* xyz 0 1
C 0.87 -0.05 0.16
N -1.91 0.06 0.35
H 1.64 0.07 0.91
N 0.66 -0.03 -1.04
C -0.87 -0.04 0.86
H -0.39 -0.02 -1.25
*
```

Now the Löwdin charges, all in e: atom 1 (C): -0.100, atom 2 (N): 0.002, atom 3 (H): 0.087, atom 4 (N): 0.087, atom 5 (C): -0.174, atom 6 (H): 0.098

=====

Q.
This record from OMol25 describes a single C2H2N2 molecule. The level of theory is wB97M-V/def2-TZVPD.

HOMO-LUMO gap (eV): 11.3
SMILES: [C@H]12[C@@H]3N1N23
HOMO energy (Ha): -0.3718

Geometry as ORCA input:
```
! RIJCOSX wB97M-V def2-TZVPD def2/J DEFGRID3
* xyz 0 1
N -1.58 0.03 0.70
C -0.66 -0.78 -0.02
H -0.11 -1.67 0.09
N -1.61 -0.01 -0.73
C -0.57 0.80 0.04
H -0.25 1.80 -0.04
*
```

Now the Löwdin charges, all in e: atom 1 (N): -0.016, atom 2 (C): -0.153, atom 3 (H): 0.110, atom 4 (N): 0.039, atom 5 (C): -0.085, atom 6 (H): 0.105

=====

So which one is most stable? That would be P, about 229.6 kJ/mol below the next structure.